Molecular formula: H22O11
Method: DFT, ωB97M-V/def2-TZVPD

```
33
H22O11, DFT ωB97M-V/def2-TZVPD
O 0.24940 0.73306 0.43146
H -0.38170 0.09174 0.08814
H 1.12334 0.34376 0.25132
O -2.83872 0.58236 -0.45435
H -3.25489 1.16678 -1.09875
H -3.19675 -0.29041 -0.65369
O -0.80236 1.47676 -3.16705
H -1.75030 1.62483 -3.23645
H -0.71695 0.67910 -2.62446
O -0.73650 -2.81622 -0.43817
H -1.65885 -2.57224 -0.57805
H -0.73887 -3.78262 -0.45556
O 2.83258 -0.62086 0.09580
H 3.29689 -0.44342 -0.73170
H 3.42069 -0.28141 0.78394
O 0.66680 -1.56072 2.54635
H 0.94159 -0.70532 2.19531
H -0.19039 -1.72139 2.14139
O 0.51959 -1.30343 -2.61144
H 0.32902 -1.75722 -1.77414
H 1.45941 -1.10036 -2.57291
O 1.01198 3.21964 -1.10957
H 0.87616 2.71149 -0.30059
H 0.32967 2.90147 -1.71601
O 1.00687 2.41321 3.19130
H 0.54714 2.16953 4.00105
H 0.34669 2.29372 2.49327
O -2.36343 2.04311 1.91922
H -2.99204 2.67726 1.56340
H -2.38946 1.29311 1.29919
O 1.96745 -3.40277 0.29123
H 2.01430 -2.43880 0.21138
H 1.07163 -3.62376 0.01913
```

Properties
* energy above the lowest of the compared OMol25 structures with the same formula, charge and spin: 1.717 eV
* HOMO: -10.55 eV
* gap between HOMO and LUMO: 9.72 eV
* net charge: 0
* SMILES string: O.O.O.O.O.O.O.O.O.O.O